Record 1
ORCA calculation (ωB97M-V/def2-TZVPD) on a cluster of 2 separate species, C18H35BClN4O4S in total at a distorted geometry.

Each line ends with the natural charge from an NBO analysis.
Element x y z (Å)
1 C -3.633 3.139 0.585  -0.649
2 C -3.084 2.782 2.039  -0.086
3 O -1.653 2.483 2.051  -0.730
4 B -1.395 1.130 1.856  1.323
5 O -1.988 0.474 0.730  -0.938
6 N -0.481 0.289 2.712  -0.730
7 C -0.663 0.540 4.178  -0.221
8 C -1.611 -0.547 4.865  -0.419
9 C -1.088 -2.030 4.698  -0.418
10 C -2.217 -3.125 4.712  -0.199
11 N -3.233 -2.927 3.656  -0.377
12 C -3.168 -2.125 2.514  -0.074
13 C -4.347 -2.090 1.661  -0.336
14 C -5.242 -3.066 2.400  -0.280
15 C -4.518 -3.534 3.588  -0.075
16 C 0.859 0.436 2.296  0.910
17 N 1.640 1.476 2.751  -0.967
18 N 1.482 -0.481 1.413  -0.600
19 C 1.168 -0.211 -0.038  -0.257
20 C 2.434 -0.111 -0.987  -0.168
21 C 3.705 -0.919 -0.505  -0.655
22 Cl 1.918 -0.872 -2.597  -0.080
23 H -2.773 3.095 -0.146  0.236
24 H -4.309 2.280 0.284  0.212
25 H -4.204 4.099 0.545  0.240
26 H -3.230 3.718 2.658  0.215
27 H -3.679 1.978 2.557  0.181
28 H -2.930 0.306 0.956  0.518
29 H 0.343 0.424 4.688  0.198
30 H -1.081 1.572 4.376  0.243
31 H -2.657 -0.383 4.489  0.230
32 H -1.613 -0.277 5.966  0.237
33 H -0.458 -2.051 3.755  0.193
34 H -0.402 -2.261 5.570  0.236
35 H -1.721 -4.132 4.559  0.222
36 H -2.679 -3.120 5.745  0.225
37 H -2.206 -1.580 2.363  0.194
38 H -4.520 -1.504 0.729  0.236
39 H -6.258 -3.344 2.040  0.241
40 H -4.917 -4.264 4.332  0.231
41 H 2.082 1.314 3.660  0.446
42 H 1.751 2.351 2.242  0.459
43 H 1.026 -1.388 1.616  0.407
44 H 0.467 -0.983 -0.468  0.264
45 H 0.611 0.773 -0.142  0.212
46 H 2.650 0.963 -1.246  0.233
47 H 3.551 -1.540 0.413  0.223
48 H 4.028 -1.636 -1.318  0.255
49 H 4.553 -0.180 -0.416  0.241
50 C 3.157 1.337 -8.140  -0.407
51 C 2.282 0.911 -6.957  -0.400
52 C 3.172 0.128 -5.988  -0.686
53 S 4.834 0.755 -6.215  2.172
54 O 5.653 -0.300 -6.758  -0.935
55 O 5.224 1.504 -5.044  -0.948
56 C 4.435 1.897 -7.528  -0.676
57 H 2.657 2.075 -8.769  0.228
58 H 3.389 0.466 -8.760  0.219
59 H 1.887 1.801 -6.458  0.205
60 H 1.429 0.312 -7.280  0.226
61 H 2.869 0.278 -4.952  0.251
62 H 3.177 -0.937 -6.222  0.249
63 H 5.262 1.953 -8.235  0.261
64 H 4.260 2.875 -7.077  0.239

Atomic forces in eV per Å
0.223 -1.766 0.146
-1.193 2.005 -0.345
0.067 -2.289 1.022
-1.850 0.340 -2.825
0.108 0.452 2.117
2.873 0.402 0.510
-0.047 0.069 1.750
0.174 0.513 0.081
0.072 0.527 -0.025
0.864 -0.107 0.001
-2.943 -0.067 -1.765
0.313 1.196 -1.260
1.141 -2.415 4.142
2.510 0.761 0.817
-1.326 0.851 -2.046
-0.342 -0.460 -0.914
-0.004 -0.335 0.651
-2.990 0.028 1.283
0.162 1.254 -2.110
0.171 -0.802 0.026
0.453 0.307 -0.889
-0.092 0.621 0.751
-0.954 0.421 0.808
0.548 1.202 0.114
0.683 -0.865 0.086
0.513 -1.206 -0.457
0.686 0.578 -0.654
0.552 -0.039 -0.590
-1.123 0.371 -0.599
0.635 -1.128 -0.244
0.936 -0.427 0.290
-0.071 -0.211 -1.245
-0.797 -0.377 0.985
-0.689 0.187 -1.061
-0.609 1.073 0.236
0.170 -0.013 -1.323
-1.046 -0.526 -0.033
0.246 -0.796 1.012
1.048 0.070 0.737
0.736 0.872 -0.668
0.093 0.543 -0.766
-0.146 -0.400 0.417
0.184 0.487 -0.275
0.783 0.632 0.889
0.573 -1.121 0.217
-0.070 -1.256 0.394
0.092 0.899 -0.657
-0.472 0.877 0.902
-0.835 -0.944 0.381
-0.049 -0.094 -0.052
-0.120 0.085 -0.045
-0.541 -0.124 0.050
-0.014 0.226 -0.060
0.060 0.103 0.257
0.165 -0.271 -0.019
-0.172 0.199 -0.366
0.049 -0.046 0.021
0.020 0.073 0.010
0.035 -0.040 -0.030
0.050 0.034 0.041
0.215 -0.071 -0.053
0.148 0.061 0.020
0.081 -0.054 0.170
0.066 -0.068 0.036

Results
Charge = +1
Frontier orbital gap = 4.9 eV
LUMO level = -5.63 eV
Energy above the lowest of the compared OMol25 structures with the same formula, charge and spin = 2.7857 eV

***

Record 2
ORCA calculation (ωB97M-V/def2-TZVPD) on a cluster of 8 separate species, C18H35Br14N in total at a distorted geometry.

Each line ends with the natural charge from an NBO analysis.
Element x y z (Å)
1 C 15.404 9.032 12.371  -0.632
2 C 13.911 9.014 12.543  -0.383
3 C 13.158 7.662 12.650  -0.539
4 C 13.306 6.682 11.594  0.301
5 N 13.402 5.894 10.778  -0.350
6 H 15.569 8.617 11.376  0.201
7 H 16.051 8.541 13.098  0.211
8 H 15.689 10.084 12.368  0.224
9 H 13.446 9.508 11.689  0.209
10 H 13.745 9.622 13.432  0.219
11 H 12.092 7.886 12.670  0.267
12 H 13.417 7.205 13.606  0.250
13 Br 19.097 10.855 17.217  -0.038
14 C 17.327 9.931 17.412  -0.420
15 C 17.144 8.991 16.232  -0.432
16 Br 15.241 8.529 16.313  -0.036
17 H 16.505 10.647 17.412  0.226
18 H 17.338 9.442 18.387  0.229
19 H 17.713 8.072 16.376  0.235
20 H 17.241 9.537 15.294  0.237
21 Br 7.938 8.725 14.337  -0.042
22 C 7.481 6.792 14.135  -0.421
23 C 8.075 6.292 12.798  -0.440
24 Br 10.004 5.886 12.975  -0.025
25 H 6.394 6.845 14.069  0.232
26 H 7.840 6.312 15.046  0.238
27 H 8.048 7.066 12.031  0.234
28 H 7.593 5.405 12.387  0.234
29 Br 9.842 9.346 10.489  -0.044
30 C 9.387 7.978 9.087  -0.409
31 C 10.444 6.895 9.279  -0.452
32 Br 10.128 5.354 8.055  -0.032
33 H 9.446 8.484 8.123  0.227
34 H 8.366 7.599 9.138  0.227
35 H 10.320 6.520 10.295  0.227
36 H 11.510 7.120 9.236  0.251
37 Br 11.209 10.500 14.594  -0.015
38 C 10.980 10.944 16.496  -0.438
39 C 10.964 9.580 17.154  -0.421
40 Br 11.158 9.799 19.140  -0.047
41 H 9.976 11.351 16.622  0.227
42 H 11.730 11.631 16.887  0.241
43 H 11.860 9.038 16.849  0.217
44 H 10.168 8.875 16.914  0.240
45 Br 16.819 5.766 9.081  -0.037
46 C 16.948 5.845 11.088  -0.426
47 C 18.315 6.288 11.595  -0.438
48 Br 18.128 6.385 13.556  -0.017
49 H 16.640 4.822 11.303  0.235
50 H 16.159 6.464 11.514  0.230
51 H 18.563 7.245 11.135  0.223
52 H 19.183 5.672 11.360  0.234
53 Br 16.456 11.777 6.380  0.006
54 C 17.319 11.015 7.956  -0.458
55 C 16.638 9.711 8.391  -0.425
56 Br 14.676 9.981 8.624  -0.027
57 H 17.190 11.680 8.811  0.221
58 H 18.358 10.830 7.687  0.233
59 H 17.004 9.261 9.314  0.227
60 H 16.797 8.941 7.635  0.225
61 Br 15.123 12.686 11.049  -0.013
62 C 13.294 12.933 11.763  -0.439
63 C 13.406 13.574 13.186  -0.436
64 Br 11.604 14.065 13.846  -0.013
65 H 12.658 12.047 11.737  0.227
66 H 12.707 13.585 11.116  0.225
67 H 14.007 14.466 13.013  0.229
68 H 13.864 12.835 13.844  0.225

Atomic forces in eV per Å
0.226 -0.004 -0.983
-0.431 -0.267 0.219
0.096 0.825 0.943
0.394 0.989 0.735
0.115 -0.980 -1.057
0.675 0.025 -0.112
-0.465 -0.319 0.187
0.217 -0.016 -0.236
0.200 0.397 -0.044
-0.766 -0.283 0.086
-0.110 0.043 0.227
-0.062 -0.277 0.012
-0.920 -0.361 0.148
0.440 0.273 -0.190
-0.497 0.458 0.899
-0.130 -0.368 -0.167
0.517 0.363 0.005
0.131 -0.099 -0.259
-0.006 0.226 -0.575
0.402 -0.487 0.074
-0.002 -0.648 0.085
0.228 0.919 -0.993
0.392 0.256 0.540
-0.647 -0.042 0.080
0.122 -0.390 0.121
-0.109 -0.129 -0.371
-0.126 0.042 0.220
0.065 -0.082 0.401
-0.590 -0.590 -0.600
1.199 0.252 -0.520
-0.577 -0.765 0.556
0.047 0.735 0.470
0.289 0.118 0.182
0.151 0.085 0.722
-0.101 -0.384 -0.204
-0.318 0.532 -0.617
0.113 0.418 0.243
-1.329 -0.907 0.100
1.602 -0.417 0.662
-0.325 -0.157 -0.902
0.222 0.429 -0.297
0.077 -0.294 -0.377
0.171 0.105 0.325
-0.467 0.720 0.199
0.230 0.527 0.993
-0.221 -0.861 -0.494
-0.352 -0.016 -0.562
0.314 0.132 -0.544
0.534 0.068 0.373
0.144 0.253 -0.587
-0.195 0.345 0.633
-0.460 -0.469 0.191
0.374 -0.021 0.268
-0.814 -0.704 0.784
-0.317 -0.212 -0.886
0.839 -0.510 -0.034
0.357 0.496 -0.467
-0.107 0.141 0.184
0.034 0.555 0.171
-0.477 0.054 -0.089
-0.988 0.133 0.414
-0.889 0.686 0.694
-0.149 -0.759 -1.774
0.888 -0.063 -0.290
0.794 -0.595 0.268
0.678 0.418 -0.203
-0.187 0.033 0.750
-0.140 0.428 0.271

Results
Frontier orbital gap = 10.0 eV
LUMO level = 0.17 eV

***

Record 3
ORCA calculation (ωB97M-V/def2-TZVPD) on a structure of composition C18H36As2FeN3S2Si2.

Each line ends with the Löwdin spin population.
Element x y z (Å)
1 Fe -0.442 0.436 -0.782  3.740
2 C -3.200 2.740 -3.870  0.002
3 N -3.325 1.368 -3.376  0.006
4 C -3.851 0.303 -4.080  0.004
5 C -3.772 -0.782 -3.289  0.003
6 N -3.191 -0.368 -2.095  0.009
7 C -2.922 0.965 -2.166  0.017
8 S -2.225 1.981 -0.967  0.086
9 C -3.014 -1.216 -0.966  0.006
10 C -4.050 -2.054 -0.594  0.002
11 C -3.849 -2.901 0.484  0.003
12 C -2.635 -2.863 1.152  0.001
13 C -1.670 -1.976 0.719  0.019
14 N -1.843 -1.164 -0.333  0.040
15 H -3.615 2.776 -4.872  0.000
16 H -2.150 3.024 -3.889  0.000
17 H -3.750 3.416 -3.220  0.001
18 H -4.226 0.412 -5.082  0.000
19 H -4.050 -1.805 -3.463  0.000
20 H -4.992 -2.024 -1.123  0.000
21 H -4.637 -3.569 0.805  0.000
22 H -2.440 -3.501 2.002  0.000
23 H -0.715 -1.899 1.223  0.015
24 C 1.301 2.812 4.100  0.005
25 Si -0.060 2.363 2.912  0.070
26 C -0.598 3.822 1.889  0.004
27 C -1.496 1.494 3.726  0.027
28 As 0.805 0.737 1.381  0.691
29 Si 2.324 -0.690 2.543  0.077
30 C 1.443 -1.223 4.097  0.021
31 C 3.879 0.276 2.875  0.017
32 C 2.626 -2.144 1.411  0.001
33 H 0.932 3.565 4.801  0.001
34 H 2.161 3.239 3.582  0.001
35 H 1.639 1.959 4.689  0.000
36 H -0.913 4.623 2.564  0.000
37 H -1.448 3.585 1.247  0.000
38 H 0.211 4.212 1.270  0.001
39 H -1.978 2.173 4.436  0.004
40 H -1.176 0.609 4.279  0.001
41 H -2.246 1.194 2.992  0.001
42 H 1.219 -0.374 4.744  0.000
43 H 2.084 -1.906 4.662  0.003
44 H 0.507 -1.744 3.886  0.001
45 H 3.687 1.144 3.504  0.000
46 H 4.351 0.622 1.954  0.001
47 H 4.596 -0.363 3.398  0.002
48 H 1.693 -2.659 1.168  0.000
49 H 3.282 -2.869 1.899  0.000
50 H 3.107 -1.834 0.484  0.000
51 C 2.963 -0.714 -4.809  0.003
52 As 2.306 -0.788 -3.015  0.017
53 C 2.229 -2.629 -2.481  0.002
54 C 3.546 0.134 -1.876  0.006
55 S 0.386 0.152 -2.963  0.077
56 H 3.954 -1.165 -4.841  0.000
57 H 3.016 0.326 -5.123  0.000
58 H 2.283 -1.261 -5.457  0.000
59 H 3.226 -3.064 -2.536  0.000
60 H 1.556 -3.159 -3.152  0.000
61 H 1.858 -2.688 -1.461  0.001
62 H 4.504 -0.385 -1.870  0.000
63 H 3.130 0.172 -0.871  0.008
64 H 3.675 1.146 -2.254  0.000

Atomic forces in eV per Å
-0.041 0.023 0.084
-0.013 -0.028 0.005
0.019 0.030 -0.003
-0.003 -0.035 0.033
-0.021 0.020 -0.033
0.027 0.010 -0.004
0.051 0.036 0.041
-0.006 -0.055 -0.022
-0.077 -0.002 -0.024
0.070 -0.021 0.049
-0.009 0.024 -0.034
-0.002 -0.003 -0.006
-0.026 -0.032 -0.003
0.038 0.023 0.052
0.005 0.005 -0.002
-0.002 0.008 0.003
0.000 0.007 -0.003
-0.004 0.000 0.004
0.003 -0.007 -0.002
-0.012 -0.005 -0.003
0.001 0.004 0.001
0.001 -0.003 -0.005
-0.002 0.018 -0.002
-0.037 -0.008 -0.022
0.003 0.016 0.009
-0.010 -0.010 0.029
0.022 0.023 0.011
-0.026 -0.030 -0.121
-0.027 0.057 0.036
0.023 0.034 -0.020
-0.023 -0.041 -0.014
-0.025 -0.048 0.023
-0.012 0.001 -0.011
-0.003 0.004 -0.001
0.009 -0.008 0.010
-0.004 0.002 -0.015
0.013 -0.005 0.015
0.008 -0.002 0.002
0.002 -0.005 -0.003
-0.003 0.001 0.001
0.001 0.007 -0.006
-0.003 -0.005 0.011
-0.001 -0.001 -0.008
0.009 -0.003 -0.010
-0.003 0.012 0.012
-0.002 -0.008 -0.004
0.000 0.001 -0.005
0.021 -0.010 -0.009
-0.002 0.011 -0.007
0.036 0.000 -0.037
0.012 -0.006 -0.014
0.040 0.001 0.062
0.018 0.004 0.011
-0.010 -0.009 0.004
0.017 -0.006 -0.030
-0.003 0.000 -0.011
-0.004 0.004 0.003
-0.001 0.002 -0.002
0.000 0.008 -0.005
-0.009 0.009 -0.005
-0.012 -0.007 0.008
-0.007 -0.016 -0.014
0.008 0.011 0.005
-0.011 0.001 -0.003

Results
Charge = +2
Multiplicity = 6
Frontier orbital gap (alpha / beta) = 8.5 / 7.3 eV
LUMO level (alpha / beta) = -5.27 / -6.86 eV
Energy above the lowest of the compared OMol25 structures with the same formula, charge and spin = 0.0076 eV